56
Properties=species:S:1:pos:R:3:forces:R:3:mulliken_charge:R:1 method="wB97M-V/def2-TZVPD" de_lowest_kj_mol=177.4 smiles=OCC[C@H]1CN(Cc2cccn2-c2nccs2)CCN1CCc1ccccc1 gap_ev=8.64
O -1.1217 -3.9435 -0.3010 -0.12 -0.17 -0.50 -0.463
C -0.4465 -3.5688 0.8745 0.45 0.09 0.37 -0.751
C 0.5383 -2.4176 0.6574 -0.49 0.04 -0.08 -1.355
H 1.0392 -2.2092 1.6043 0.13 -0.02 0.04 0.374
H 1.2906 -2.7294 -0.0719 0.10 -0.03 0.02 0.406
C -0.1667 -1.1706 0.1175 0.04 -0.14 0.29 0.506
N 0.6827 -0.3960 -0.7777 -0.06 -0.12 -0.06 0.468
C -0.1039 0.6831 -1.3453 -0.10 0.25 0.04 -1.096
C -0.7800 1.5577 -0.2816 0.12 -0.08 -0.26 -0.671
N -1.5752 0.7257 0.5990 0.19 0.15 0.15 0.700
C -0.7625 -0.2938 1.2278 -0.03 -0.26 -0.24 -1.301
H -1.4068 -0.8966 1.8708 -0.01 0.00 0.08 0.597
H 0.0487 0.1359 1.8454 -0.01 -0.04 0.03 0.147
C -2.3918 1.5048 1.5185 0.03 -0.09 0.02 -1.365
C -3.5263 2.0901 0.7493 0.27 0.23 0.31 0.411
C -3.9356 3.3761 0.5365 0.09 -0.18 0.20 -0.581
C -4.9910 3.3414 -0.4054 -0.09 -0.07 -0.18 -0.770
C -5.1767 2.0383 -0.7564 -0.37 0.26 -0.28 -0.312
N -4.2952 1.2698 -0.0437 0.08 0.70 0.19 0.257
C -4.1676 -0.0937 -0.1247 -0.15 -1.26 -0.99 0.656
N -4.0708 -0.8957 0.8746 -0.21 0.85 0.59 -0.547
C -3.9408 -2.1816 0.4767 0.09 -0.46 -0.59 -0.708
C -3.9495 -2.3851 -0.8635 -0.03 0.17 -0.06 -0.264
S -4.1172 -0.8893 -1.6979 0.05 0.14 0.85 -0.154
H -3.8601 -3.3068 -1.3991 0.01 -0.25 -0.07 0.485
H -3.8540 -2.9512 1.2210 0.04 -0.21 0.08 0.574
H -5.8721 1.5877 -1.4369 -0.14 -0.11 -0.07 0.391
H -5.5366 4.1853 -0.7781 -0.14 0.10 -0.12 0.461
H -3.5289 4.2526 1.0014 0.15 0.12 0.12 0.484
H -2.7769 0.8240 2.2826 0.10 0.08 0.00 0.442
H -1.8255 2.3103 2.0153 -0.08 -0.05 -0.02 0.378
H -1.4397 2.2802 -0.7679 0.05 0.04 0.00 0.544
H -0.0167 2.1237 0.2864 -0.07 0.02 -0.02 0.257
H 0.5376 1.2981 -1.9784 -0.02 0.03 -0.06 0.371
H -0.8791 0.2324 -1.9721 -0.01 0.09 -0.03 0.451
C 1.9655 0.0394 -0.2496 0.10 -0.09 -0.37 -0.668
H 1.9476 1.0804 0.1014 0.02 -0.07 0.10 0.096
C 3.0503 -0.0942 -1.3338 -0.08 0.07 0.37 -0.940
C 4.3873 0.2945 -0.7774 0.01 0.02 -0.15 0.325
C 5.1969 -0.6488 -0.1570 -0.02 0.02 -0.02 -0.222
C 6.4115 -0.2846 0.3959 0.07 -0.05 0.07 -0.653
C 6.8325 1.0331 0.3400 0.09 0.03 0.04 -0.413
C 6.0320 1.9823 -0.2720 0.05 0.10 0.02 -0.634
C 4.8181 1.6145 -0.8246 0.00 -0.03 0.00 -0.187
H 4.1981 2.3591 -1.3041 -0.07 0.07 -0.07 0.372
H 6.3551 3.0122 -0.3198 0.03 0.08 -0.01 0.370
H 7.7811 1.3186 0.7702 0.07 0.02 0.03 0.370
H 7.0321 -1.0306 0.8712 0.05 -0.06 0.03 0.372
H 4.8732 -1.6794 -0.1125 -0.04 -0.12 -0.01 0.374
H 3.0654 -1.1282 -1.6807 -0.05 0.01 -0.03 0.236
H 2.7908 0.5436 -2.1797 -0.02 -0.03 -0.07 0.418
H 2.2492 -0.5850 0.5982 0.01 0.05 0.05 0.467
H -1.0049 -1.5114 -0.5048 0.03 0.06 0.13 0.322
H -1.2281 -3.2743 1.5777 0.04 -0.03 0.05 0.249
H 0.0916 -4.4317 1.2959 -0.12 0.15 0.05 0.387
H -0.4668 -4.0978 -0.9918 -0.06 -0.02 0.04 0.334

42
Properties=species:S:1:pos:R:3:forces:R:3:mulliken_charge:R:1 method="wB97M-V/def2-TZVPD" total_charge=-1 gap_ev=9.29
Li -0.2482 0.2407 -0.2408 -0.28 0.01 0.54 0.803
Cl -0.7752 -2.7858 -2.2781 0.85 0.12 -0.73 1.673
O -1.1353 -4.0712 -1.7616 -0.04 -0.22 0.44 -0.684
O -1.6115 -1.7561 -1.7100 -0.48 0.43 0.46 -0.646
O 0.6088 -2.4668 -1.9400 -0.38 -0.20 -0.09 -0.634
O -0.9416 -2.7924 -3.7120 0.10 0.14 0.10 -0.718
Cl -0.6695 2.7150 2.3336 0.78 0.85 -0.15 1.693
O -1.9219 3.3454 2.6201 -0.42 -0.07 0.37 -0.665
O 0.0713 2.4014 3.5243 -0.09 0.14 0.37 -0.717
O -0.9054 1.4739 1.6374 -0.18 -0.64 -0.88 -0.637
O 0.1107 3.6288 1.5127 -0.03 -0.55 -0.10 -0.681
C 0.8392 -2.1987 3.1270 0.33 0.47 0.87 -0.536
C -0.6947 -2.0750 3.1217 -0.47 -0.95 0.19 -0.573
C -1.0449 -1.8526 1.6427 -0.49 1.42 1.01 -0.454
O 0.1400 -1.2850 1.0940 0.01 -0.45 -0.69 0.131
C 1.2731 -1.8876 1.7121 0.18 -0.16 -1.04 -0.613
H 1.2491 -3.1463 3.4763 -0.27 -0.14 -0.09 0.325
H 1.2064 -1.4385 3.8197 0.19 -0.02 -0.12 0.228
H -1.0147 -1.3080 3.8247 0.04 0.45 -0.49 0.261
H -1.2173 -2.9655 3.4868 0.30 -0.17 -0.11 0.302
H -1.7732 -1.0483 1.5081 -0.24 -0.24 0.16 0.247
H -1.4686 -2.7555 1.1979 0.74 -0.10 -0.52 0.326
H 2.1193 -1.2135 1.5725 -0.17 0.30 0.42 0.278
H 1.5779 -2.7776 1.1467 -0.37 -0.21 0.08 0.293
C 3.0785 -0.3866 -1.6185 0.35 0.08 0.68 -1.257
C 1.9590 0.6337 -1.5852 0.34 -0.42 -2.01 -0.029
O 1.5374 0.9907 -0.2898 -0.19 -0.09 -0.28 -0.361
H 3.8677 -0.0035 -0.9587 0.14 -0.27 -0.09 0.369
H 3.5053 -0.5135 -2.6127 -0.13 0.16 -0.10 0.380
H 2.7595 -1.3717 -1.2783 -0.10 0.11 0.10 0.199
H 1.1250 0.2282 -2.1738 -0.28 -0.10 0.65 0.168
H 2.2557 1.4802 -2.2224 0.07 0.37 0.61 0.385
H 2.1988 1.5333 0.1472 -0.20 0.09 0.12 0.181
C -2.1629 3.4347 -1.7362 -0.97 -0.79 -0.17 -1.030
C -1.2876 2.3347 -2.3128 0.56 1.06 -0.25 -0.250
O -1.4770 1.0925 -1.6621 0.34 0.02 0.24 -0.370
H -1.9621 4.4204 -2.1501 0.28 0.00 0.04 0.353
H -2.0777 3.4212 -0.6498 0.16 0.24 -0.02 0.193
H -3.2057 3.1956 -1.9805 -0.02 0.15 0.12 0.302
H -0.2586 2.6874 -2.1839 0.12 -0.61 0.24 0.152
H -1.3999 2.2043 -3.3935 -0.25 0.05 0.01 0.450
H -2.2291 0.6377 -2.0545 0.17 -0.28 0.09 0.159

19
Properties=species:S:1:pos:R:3:forces:R:3:mulliken_spin:R:1 method="wB97M-V/def2-TZVPD" de_lowest_kj_mol=101.9 total_charge=+1 s2=0.75 spin_multiplicity=2 gap_ev="10.36 / 5.67"
N 1.8059 0.4286 -0.4332 -0.08 -0.24 -0.04 0.007
C 0.4274 0.7796 -0.1351 0.22 -0.15 0.18 0.032
C -0.2045 1.7311 -1.2025 0.01 -0.47 0.12 0.006
O 0.7232 2.1355 -2.1726 0.02 0.01 -0.10 0.003
C -0.4584 -0.4687 0.0047 0.44 0.82 0.05 0.014
N -0.1939 -1.1648 1.2287 0.09 -0.45 -0.42 0.804
C -1.0906 -2.1436 1.7723 0.08 0.06 -0.18 0.010
H 1.9254 -0.5623 -0.5901 0.09 -0.12 -0.10 0.000
H 2.0892 0.8855 -1.2959 0.06 0.09 0.09 0.001
H 0.4155 1.2781 0.8399 -0.12 0.17 -0.02 -0.010
H -0.6173 2.5694 -0.6647 -0.32 0.36 0.01 -0.001
H -1.0227 1.1935 -1.7049 0.23 0.28 -0.10 0.000
H 1.0872 3.0027 -1.9626 -0.11 -0.03 0.01 0.000
H -1.5093 -0.1966 -0.0311 -0.24 -0.27 -0.03 0.018
H -0.1943 -1.1253 -0.8396 -0.28 -0.24 0.01 0.054
H 0.7676 -1.1127 1.5700 -0.10 0.05 0.20 -0.033
H -0.9483 -2.2463 2.8455 0.03 -0.09 -0.03 0.016
H -2.1072 -1.8784 1.5084 -0.18 0.13 0.11 0.010
H -0.8950 -3.1053 1.2628 0.17 0.08 0.21 0.069

18
Properties=species:S:1:pos:R:3:forces:R:3:mulliken_charge:R:1 method="wB97M-V/def2-TZVPD" de_lowest_kj_mol=199.5 total_charge=-1 gap_ev=5.82
C 2.5129 -0.4718 -0.4190 0.33 -0.65 0.51 -0.501
O 2.6764 -0.6258 0.9189 0.06 0.55 -0.28 -0.888
C 1.0229 -0.4051 -0.8126 -1.36 -0.16 -1.62 -0.526
C 0.2152 0.3917 0.2146 0.83 0.30 0.21 -0.801
C -1.2735 0.5746 0.0008 2.03 2.88 -1.02 0.774
C -1.7378 1.8612 0.1601 -0.56 -2.66 -0.38 -1.078
C -1.9737 -1.1990 0.7260 -1.93 -2.35 -2.49 -0.374
N -2.0787 -0.5213 -0.4030 -0.24 0.16 3.93 -0.492
H 3.0101 0.3841 -0.9519 0.08 0.39 0.54 0.157
H 2.9747 -1.3461 -0.9335 -0.25 -0.09 -0.53 0.251
H 0.6515 -1.4181 -1.0157 -0.18 -0.18 0.80 0.315
H 0.7929 0.0412 -1.8240 0.68 0.08 0.60 0.272
H 0.5947 1.4091 0.1203 0.21 0.00 0.23 0.288
H 0.5647 0.0640 1.1995 -0.26 -0.24 0.01 0.400
H -2.7258 2.1286 -0.1692 -0.46 0.00 0.23 0.332
H -1.2393 2.4803 0.8754 0.64 0.61 -0.37 0.324
H -2.8649 -1.7876 0.9870 0.15 -0.41 -0.37 0.282
H -1.1223 -1.5600 1.3261 0.23 1.78 -0.02 0.265

52
Properties=species:S:1:pos:R:3:forces:R:3:mulliken_charge:R:1 method="wB97M-V/def2-TZVPD" de_lowest_kj_mol=354.8 total_charge=+1 gap_ev=7.15
Rb 0.0720 -1.9849 0.2516 0.03 0.01 0.11 0.993
C -2.7681 5.4141 4.5492 0.94 0.40 0.81 -0.760
O -1.6201 4.7849 5.1271 -0.34 1.24 -0.63 -0.297
C -1.5353 3.4077 4.9694 0.05 0.64 -0.51 -0.462
C -0.2235 3.0283 5.5963 -0.59 -0.44 0.25 -0.568
N 0.1415 1.6772 5.1155 -0.10 0.77 1.04 -0.369
C 0.7185 0.9931 6.2636 0.68 -1.03 -0.33 -0.543
C 0.9624 -0.5136 6.0338 0.80 0.06 0.62 -0.701
O 1.7074 -0.8970 4.8327 -1.39 0.17 1.06 -0.357
C 2.9961 -0.3628 4.6516 0.35 0.50 -0.97 -0.752
H -3.5940 5.2636 5.2444 -0.52 -0.24 -0.56 0.295
H -2.9145 5.1568 3.5002 -0.34 -0.56 0.11 0.305
H -2.5614 6.4842 4.5358 0.09 0.01 0.18 0.256
H -1.5529 3.0988 3.9243 0.14 0.14 -0.46 0.310
H -2.4131 2.9267 5.4011 0.06 -0.39 0.48 0.321
H -0.3739 3.1034 6.6732 0.05 -0.57 0.16 0.315
H 0.5955 3.7329 5.4520 -0.26 0.36 -0.62 0.325
H 0.8148 1.9077 4.3988 0.38 -0.75 -0.10 0.258
H 0.0028 1.1409 7.0723 -0.09 -0.56 0.04 0.492
H 1.6210 1.4600 6.6581 0.44 0.22 -0.21 0.315
H 0.0166 -1.0312 6.1943 -0.24 -0.19 -1.53 0.369
H 1.4905 -0.9836 6.8634 0.60 0.59 0.37 0.394
H 3.5083 -1.0580 3.9865 0.09 -0.05 0.07 0.276
H 3.6860 -0.1282 5.4623 -0.55 -0.63 0.89 0.323
H 2.9628 0.5915 4.1258 -0.28 0.26 -0.28 0.259
C -6.7987 2.5804 -1.3639 -0.30 0.31 0.67 -0.349
C -6.5777 3.9328 -2.0807 -0.12 0.33 -0.17 -0.309
O -7.7535 4.6667 -2.5092 0.95 -1.11 0.51 -0.493
O -5.5660 1.9418 -1.0432 0.21 0.25 -0.17 -0.497
H -7.4062 1.8493 -1.8974 -0.28 0.35 -0.51 0.309
H -7.2981 2.7219 -0.4054 -0.04 0.21 -0.03 0.232
H -5.8811 3.7551 -2.9001 -0.15 -0.12 -0.55 0.270
H -6.0199 4.6381 -1.4646 -0.23 -0.22 0.44 0.261
H -8.2232 4.0941 -3.1200 -0.21 0.04 -0.16 0.293
H -5.2196 1.5942 -1.8683 0.17 -0.04 -0.04 0.282
C 4.2694 -5.2573 -4.4497 -0.29 0.69 0.15 -1.374
C 3.3972 -4.3864 -5.3933 1.56 -2.03 -0.49 0.289
C 3.6587 -4.7759 -6.8899 0.74 1.57 0.58 -0.636
O 4.9499 -4.2736 -7.2744 -1.06 -0.86 0.81 -0.319
C 4.9816 -4.0830 -8.6442 0.94 0.44 -1.03 -0.746
N 2.0404 -4.6958 -5.0437 -1.12 0.56 -0.06 -0.748
H 4.1303 -6.3155 -4.6707 0.27 -0.02 -0.29 0.293
H 3.8657 -5.1443 -3.4436 0.05 0.18 0.11 0.371
H 5.3204 -4.9703 -4.4143 -0.01 -0.22 -0.32 0.338
H 3.5955 -3.3278 -5.2255 0.05 -0.02 -0.21 0.354
H 2.9055 -4.3101 -7.5254 -0.25 0.48 0.00 0.400
H 3.5489 -5.8306 -7.1424 0.27 -0.46 0.58 0.341
H 4.1954 -3.3946 -8.9540 -0.04 0.18 -0.19 0.325
H 4.9177 -4.9810 -9.2588 -0.36 -0.48 0.22 0.299
H 5.9635 -3.6822 -8.8959 -0.08 0.33 0.05 0.260
H 1.4694 -3.9984 -5.4993 -0.48 0.07 -0.03 0.281
H 1.7954 -5.5601 -5.5055 -0.20 -0.38 0.14 0.275